Record 1
17
Properties=species:S:1:pos:R:3:forces:R:3 method="wB97M-V/def2-TZVPD" e_lumo_ev=0.7 energy_ev=-10914.4751 mol_weight_da=115.1 smiles="C/C(O)=C(/C)C(N)=O" relative_energy_kj_mol=202.7
C 1.809 0.806 -0.879 -0.277 0.605 0.229
C 1.001 0.179 0.224 0.273 -1.629 0.047
O 1.717 -0.169 1.318 -0.173 0.320 -0.418
C -0.274 -0.425 0.069 0.609 0.246 -0.022
C -0.656 -1.807 0.490 0.086 -0.154 0.359
C -1.099 0.711 -0.078 0.789 1.010 0.544
N -2.463 0.707 -0.156 0.259 -0.029 -0.281
O -0.453 1.807 0.060 -1.438 -0.066 -0.570
H 1.179 1.051 -1.731 0.041 -0.045 0.171
H 2.574 0.086 -1.194 -0.122 -0.048 0.132
H 2.308 1.720 -0.547 0.033 -0.002 0.001
H 2.489 0.415 1.403 -0.024 -0.390 -0.225
H -0.049 -2.580 0.005 -0.076 0.160 0.021
H -1.699 -2.020 0.237 0.092 0.090 0.009
H -0.553 -1.951 1.570 -0.067 -0.068 0.037
H -2.884 1.603 -0.351 -0.034 -0.171 0.081
H -2.945 -0.131 -0.438 0.029 0.172 -0.113



Record 2
17
Properties=species:S:1:pos:R:3:forces:R:3 method="wB97M-V/def2-TZVPD" e_lumo_ev=-0.2 energy_ev=-10910.2574 mol_weight_da=115.1 smiles="[H]/N=C/C=O.C=COC" relative_energy_kj_mol=609.6
H 2.216 -0.432 -2.536 0.509 -1.464 -0.676
N 1.536 -1.143 -2.269 -1.581 2.983 2.131
C 1.460 -1.726 -1.153 -1.577 -3.474 -1.487
C -0.113 -2.183 -0.604 1.922 0.914 -3.266
O -0.414 -3.327 -0.473 0.304 0.241 0.881
H 2.097 -2.616 -1.032 1.107 0.558 1.584
H -0.762 -1.390 -1.009 -0.688 0.235 0.786
C 0.352 1.709 -0.217 0.819 -1.752 0.746
C 0.500 0.768 0.751 -2.996 2.908 0.977
O -0.647 0.272 1.441 1.115 0.606 -0.458
C -1.782 1.112 1.656 -0.598 -0.117 0.143
H -0.603 2.079 -0.553 -0.094 -0.344 -0.308
H 1.245 2.014 -0.735 0.108 0.479 0.089
H 1.310 0.836 1.471 0.777 -1.108 -0.752
H -2.659 0.588 1.272 0.003 0.114 -0.024
H -1.942 1.303 2.716 0.226 -0.553 0.341
H -1.792 2.135 1.275 0.643 -0.228 -0.707